[1]
ORCA calculation (the ωB97M-V functional and the def2-TZVPD basis) on C35H56N3O2P2Ti as an isolated structure.

LUMO level (spin up / spin down) ... -2.62 / -2.81 eV
Gap between HOMO and LUMO (spin up / spin down) ... 6.52 / 6.40 eV
Energy relative to the best compared isomer or geometry (same formula, charge and spin) ... 2.0376 eV
Total charge ... +1
Spin multiplicity ... 3
E ... -87455.65197 eV

Each line ends with the Mulliken spin population.
Cartesian coordinates (Å):
1 C -1.63 -1.59 -2.23  0.011
2 C 0.64 -2.09 -1.96  0.032
3 C -1.73 -2.41 -3.35  -0.002
4 C 0.55 -3.06 -3.00  0.005
5 C -0.64 -3.21 -3.69  0.007
6 H -2.65 -2.39 -3.92  0.000
7 H 1.46 -3.59 -3.28  0.000
8 H -0.72 -3.92 -4.51  0.000
9 N -0.54 -1.63 -1.43  -0.058
10 P -2.74 0.00 -0.22  -0.032
11 P 2.56 -0.35 -0.50  0.051
12 C -2.68 -0.52 -1.98  0.004
13 H -2.46 0.36 -2.60  -0.004
14 H -3.66 -0.89 -2.31  0.002
15 C 0.66 1.20 1.20  0.099
16 O 1.16 2.15 1.68  0.142
17 C 1.91 -1.53 -1.64  -0.060
18 H 2.71 -2.24 -1.91  0.010
19 C 4.00 0.31 -1.72  0.008
20 C 3.44 -1.08 1.09  -0.047
21 C -3.42 1.76 -0.25  -0.001
22 C -3.99 -1.28 0.41  0.007
23 C 3.87 1.83 -1.59  0.011
24 H 3.99 2.17 -0.56  0.001
25 H 4.64 2.32 -2.21  0.000
26 H 2.89 2.18 -1.95  -0.004
27 C 5.43 -0.15 -1.42  0.002
28 H 5.79 0.08 -0.42  0.000
29 H 5.56 -1.22 -1.61  0.000
30 H 6.10 0.37 -2.13  -0.001
31 C 3.74 -0.13 -3.17  0.008
32 H 4.33 0.50 -3.85  0.000
33 H 4.04 -1.17 -3.34  0.000
34 H 2.69 -0.03 -3.46  -0.007
35 C 4.26 0.05 1.72  0.000
36 H 3.60 0.88 2.03  -0.002
37 H 4.77 -0.34 2.62  0.001
38 H 5.03 0.48 1.07  0.001
39 C 2.40 -1.49 2.14  0.104
40 H 1.79 -0.63 2.46  0.000
41 H 1.75 -2.30 1.80  -0.014
42 H 2.94 -1.85 3.03  0.003
43 C 4.23 -2.33 0.71  -0.001
44 H 5.08 -2.13 0.05  0.000
45 H 4.63 -2.79 1.63  0.000
46 H 3.58 -3.06 0.22  -0.001
47 C -4.43 -0.88 1.82  0.008
48 H -5.05 -1.69 2.24  0.000
49 H -3.57 -0.75 2.50  -0.003
50 H -5.04 0.03 1.83  0.001
51 C -3.27 -2.64 0.46  0.043
52 H -2.96 -2.98 -0.54  0.001
53 H -2.38 -2.62 1.10  -0.001
54 H -3.96 -3.39 0.87  0.001
55 C -5.23 -1.47 -0.48  0.002
56 H -5.92 -2.14 0.05  -0.001
57 H -5.77 -0.55 -0.69  0.000
58 H -5.00 -1.97 -1.44  0.001
59 C -2.65 2.61 -1.29  0.020
60 H -2.95 2.37 -2.32  -0.001
61 H -2.90 3.67 -1.12  0.001
62 H -1.57 2.49 -1.20  0.017
63 C -3.20 2.37 1.15  0.003
64 H -2.13 2.44 1.39  0.020
65 H -3.62 3.39 1.15  0.001
66 H -3.70 1.80 1.94  0.006
67 C -4.91 1.80 -0.62  0.001
68 H -5.10 1.35 -1.60  0.000
69 H -5.55 1.32 0.13  0.000
70 H -5.22 2.86 -0.67  -0.001
71 Ti -0.22 -0.29 0.27  1.462
72 N 0.17 0.94 -1.36  -0.152
73 C 0.87 0.83 -2.35  0.128
74 C 0.93 1.61 -3.58  0.011
75 C 0.87 3.01 -3.44  0.018
76 C 0.93 1.03 -4.87  0.021
77 C 0.83 3.83 -4.57  -0.007
78 H 0.83 3.44 -2.44  0.002
79 C 0.93 1.86 -5.99  -0.007
80 H 0.93 -0.05 -4.96  0.001
81 C 0.86 3.26 -5.84  0.016
82 H 0.78 4.92 -4.44  0.000
83 H 0.97 1.42 -6.99  0.000
84 H 0.83 3.90 -6.73  0.001
85 C -1.43 -1.57 5.40  -0.003
86 N -1.19 -1.01 4.08  0.029
87 C -1.21 0.44 3.93  0.046
88 C -0.89 -1.79 3.05  0.027
89 C -0.81 -3.26 3.24  0.003
90 O -0.64 -1.25 1.90  0.030
91 H -1.65 -0.75 6.08  0.000
92 H -0.55 -2.11 5.78  0.001
93 H -2.28 -2.27 5.39  0.001
94 H -0.21 0.84 3.70  -0.006
95 H -1.91 0.76 3.15  -0.016
96 H -1.54 0.85 4.89  0.001
97 H -0.49 -3.74 2.31  -0.002
98 H -0.09 -3.51 4.04  0.003
99 H -1.79 -3.67 3.54  0.001

[2]
ORCA calculation (the ωB97M-V functional and the def2-TZVPD basis) on a 2-piece molecular cluster, C2HN3O2 overall.

LUMO level (spin up / spin down) ... -0.88 / -1.03 eV
Gap between HOMO and LUMO (spin up / spin down) ... 8.27 / 7.82 eV
Energy relative to the best compared isomer or geometry (same formula, charge and spin) ... 7.0586 eV
Total charge ... 0
E ... -10648.94133 eV

Each line ends with the Löwdin charge.
Cartesian coordinates (Å):
1 C -0.42 -1.34 -0.96  0.157
2 C 1.51 0.38 1.33  -0.483
3 N 0.32 0.52 -1.40  0.072
4 N -0.81 0.77 -0.95  -0.131
5 N -1.21 -0.41 -0.38  -0.163
6 O 1.48 1.51 1.19  0.203
7 O 1.38 -0.76 1.38  0.185
8 H -2.26 -0.67 -0.21  0.161